No. 1
Formula: C6H16FO2Rb2
Source: the Open Molecules 2025 dataset
Level of theory: ωB97M-V/def2-TZVPD

Results
- Kohn-Sham gap: 5.28 eV
- Charge: +1
- E_HOMO: -9.02 eV
- Max |F|: 1.73 eV/Å
- Relative energy (zero: lowest compared OMol25 entry of this formula, charge and spin): 462.6 kJ/mol

The geometry in XYZ format:
```
27
C6H16FO2Rb2, DFT ωB97M-V/def2-TZVPD
Rb -7.569 -1.483 -1.919
Rb -2.789 4.020 -4.296
F -3.205 0.714 -0.772
C 1.033 5.141 1.659
C 1.694 3.851 1.137
C 1.818 2.747 2.198
O 1.031 3.298 -0.039
H 1.246 6.053 1.101
H 1.345 5.491 2.643
H -0.043 4.986 1.732
H 2.618 4.263 0.731
H 0.967 2.078 2.321
H 1.975 3.144 3.202
H 2.576 2.035 1.871
H 0.272 2.781 0.240
C 0.758 -3.489 -1.569
C -0.422 -4.376 -1.400
C -0.703 -4.857 0.039
O -1.608 -3.680 -1.911
H 0.577 -2.584 -0.989
H 0.975 -3.279 -2.616
H 1.693 -3.867 -1.157
H -0.311 -5.246 -2.047
H -0.046 -5.672 0.342
H -1.731 -5.179 0.205
H -0.535 -4.058 0.761
H -1.615 -2.830 -1.466
```

No. 2
Formula: C6H16N
Source: the Open Molecules 2025 dataset
Level of theory: ωB97M-V/def2-TZVPD

Results
- Kohn-Sham gap: 7.29 eV
- Charge: +1
- E_HOMO: -14.29 eV
- Max |F|: 3.77 eV/Å
- Relative energy (zero: lowest compared OMol25 entry of this formula, charge and spin): 395.8 kJ/mol

The geometry in XYZ format:
```
23
C6H16N, DFT ωB97M-V/def2-TZVPD
C 0.586 0.868 -1.704
C -0.395 0.101 -0.794
C 0.297 -0.466 0.396
C -0.478 -0.723 1.618
C -0.311 -2.203 2.117
C -0.026 0.178 2.809
N -1.033 -0.897 -1.589
H 1.340 0.144 -2.108
H 1.052 1.621 -1.133
H 0.039 1.283 -2.617
H -1.185 0.863 -0.463
H 1.679 4.526 -5.588
H 1.266 -0.890 0.251
H -1.517 -0.561 1.426
H -0.689 -2.849 1.338
H 0.741 -2.390 2.241
H -0.839 -2.320 3.093
H -0.074 1.221 2.475
H 1.007 -0.056 3.021
H -0.593 0.034 3.668
H -0.616 -1.856 -1.385
H 1.791 5.284 -5.459
H -2.041 -0.912 -1.612
```

No. 3
Formula: C6H16N2
Source: the Open Molecules 2025 dataset
Level of theory: ωB97M-V/def2-TZVPD

Results
- Kohn-Sham gap: 7.30 eV
- E_HOMO: -6.32 eV
- Max |F|: 1.63 eV/Å
- Relative energy (zero: lowest compared OMol25 entry of this formula, charge and spin): 319.5 kJ/mol

The geometry in XYZ format:
```
24
C6H16N2, DFT ωB97M-V/def2-TZVPD
C -0.131 -0.372 -1.253
C 0.580 1.226 0.635
C -0.175 -2.207 0.339
C 1.213 2.361 -0.130
C -0.411 1.672 1.689
C -1.684 -2.431 0.338
N 0.288 -1.607 -0.906
N 0.354 0.123 -2.422
H 1.209 -1.912 -1.216
H -0.341 0.431 -0.314
H 1.334 0.551 1.046
H 0.106 1.073 -2.638
H 1.297 -0.120 -2.722
H 0.344 -3.160 0.455
H 0.101 -1.567 1.186
H -1.247 2.221 1.241
H 1.881 1.994 -0.916
H 0.449 2.983 -0.613
H 1.804 3.030 0.511
H 0.039 2.347 2.432
H -0.826 0.825 2.240
H -1.974 -3.096 -0.476
H -1.997 -2.878 1.283
H -2.211 -1.486 0.210
```

No. 4
Formula: C6H16N2
Source: the Open Molecules 2025 dataset
Level of theory: ωB97M-V/def2-TZVPD

Results
- Kohn-Sham gap: 9.45 eV
- E_HOMO: -8.32 eV
- Max |F|: 3.60 eV/Å
- SMILES: CCCN(C)CCN
- Relative energy (zero: lowest compared OMol25 entry of this formula, charge and spin): 246.0 kJ/mol

The geometry in XYZ format:
```
24
C6H16N2, DFT ωB97M-V/def2-TZVPD
C -0.890 -1.631 1.211
C -1.106 -3.111 0.844
C 0.232 -1.017 0.237
N -0.437 0.078 -0.506
C -0.728 -0.490 -1.839
C 0.236 1.408 -0.702
C 0.897 1.868 0.583
N 1.717 3.027 0.239
H -1.782 -0.954 1.153
H -0.419 -1.530 2.176
H -0.296 -3.750 1.206
H -1.395 -3.197 -0.192
H -1.888 -3.571 1.449
H 1.033 -0.599 0.834
H 0.767 -1.826 -0.233
H -0.209 -0.074 -2.808
H -0.498 -1.546 -1.987
H -1.823 -0.458 -1.938
H 0.968 1.138 -1.523
H -0.518 2.032 -1.158
H 1.664 1.157 0.913
H 0.165 2.036 1.364
H 1.509 3.558 -0.582
H 1.869 3.657 1.033
```

No. 5
Formula: C6H16N2
Source: the Open Molecules 2025 dataset
Level of theory: ωB97M-V/def2-TZVPD

Results
- Kohn-Sham gap: 9.87 eV
- E_HOMO: -8.84 eV
- Max |F|: 1.61 eV/Å
- SMILES: CC[C@@H](C)NCCN
- Relative energy (zero: lowest compared OMol25 entry of this formula, charge and spin): 100.9 kJ/mol

The geometry in XYZ format:
```
24
C6H16N2, DFT ωB97M-V/def2-TZVPD
N -1.842 0.188 -3.581
C -1.891 0.231 -2.131
C -0.809 -0.522 -1.358
N -0.836 -0.087 0.035
C 1.760 1.227 2.482
C 0.362 0.807 1.953
C 0.461 -0.055 0.695
C 1.137 -1.414 0.929
H -0.904 0.480 -3.861
H -1.792 -0.772 -3.929
H -2.862 -0.017 -1.725
H -1.695 1.249 -1.838
H 0.156 -0.201 -1.778
H -0.745 -1.609 -1.490
H -1.445 -0.688 0.583
H 2.012 0.764 3.428
H 2.508 0.879 1.761
H 1.882 2.297 2.469
H -0.304 0.432 2.725
H -0.073 1.730 1.558
H 1.103 0.501 0.000
H 1.222 -1.617 2.003
H 0.497 -2.256 0.628
H 2.096 -1.549 0.444
```

No. 6
Formula: C6H16N2
Source: the Open Molecules 2025 dataset
Level of theory: ωB97M-V/def2-TZVPD

Results
- Kohn-Sham gap: 9.65 eV
- E_HOMO: -8.56 eV
- Max |F|: 1.67 eV/Å
- SMILES: CCCNCCCN
- Relative energy (zero: lowest compared OMol25 entry of this formula, charge and spin): 112.0 kJ/mol

The geometry in XYZ format:
```
24
C6H16N2, DFT ωB97M-V/def2-TZVPD
C -1.356 0.532 0.960
N -0.810 -0.144 -0.241
C 0.230 0.574 -0.942
C 1.314 -0.380 -1.428
C 2.315 0.266 -2.364
N 3.718 -0.121 -2.159
C -2.241 -0.448 1.700
C -2.614 -0.053 3.142
H -0.502 0.898 1.555
H -1.861 1.395 0.563
H -0.542 -1.085 0.010
H 0.667 1.378 -0.342
H -0.202 0.980 -1.864
H 1.811 -0.814 -0.548
H 0.816 -1.249 -1.848
H 2.124 -0.053 -3.380
H 2.297 1.354 -2.480
H 3.975 -0.949 -2.672
H 3.992 -0.217 -1.193
H -3.159 -0.587 1.141
H -1.640 -1.349 1.798
H -3.645 -0.336 3.328
H -2.583 1.021 3.330
H -2.105 -0.613 3.932
```

No. 7
Formula: C6H16N2O
Source: the Open Molecules 2025 dataset
Level of theory: ωB97M-V/def2-TZVPD

Results
- Kohn-Sham gap: 9.64 eV
- E_HOMO: -8.84 eV
- Max |F|: 3.07 eV/Å
- SMILES: [H]/N=C(\C)CN.CCCO
- Relative energy (zero: lowest compared OMol25 entry of this formula, charge and spin): 175.8 kJ/mol

The geometry in XYZ format:
```
25
C6H16N2O, DFT ωB97M-V/def2-TZVPD
C -1.705 -0.644 -0.259
C -2.174 0.475 0.667
C -3.423 1.168 0.139
O -0.559 -1.297 0.248
H 0.143 -0.561 0.437
H -2.484 -1.405 -0.371
H -1.490 -0.226 -1.255
H -1.365 1.203 0.774
H -2.375 0.051 1.655
H -4.245 0.463 0.042
H -3.233 1.602 -0.840
H -3.734 1.967 0.809
C 1.871 -0.080 -1.403
C 2.675 -0.368 1.138
C 1.811 0.396 0.171
N 1.644 -1.460 -1.632
N 1.342 1.556 0.353
H 0.760 -1.755 -1.196
H 2.392 -2.040 -1.273
H 1.531 1.950 1.277
H 1.092 0.519 -1.877
H 2.852 0.220 -1.781
H 2.367 -1.418 1.183
H 3.725 -0.328 0.836
H 2.579 0.009 2.157
```

No. 8
Formula: C6H16N2O
Source: the Open Molecules 2025 dataset
Level of theory: ωB97M-V/def2-TZVPD

Results
- Kohn-Sham gap: 9.09 eV
- E_HOMO: -8.38 eV
- Max |F|: 3.81 eV/Å
- SMILES: CC(C)[C@@H](C)/C=[NH+]/[O-].N
- Relative energy (zero: lowest compared OMol25 entry of this formula, charge and spin): 390.0 kJ/mol

The geometry in XYZ format:
```
25
C6H16N2O, DFT ωB97M-V/def2-TZVPD
C -2.010 0.665 0.766
C -1.298 -1.623 0.957
C -0.240 0.851 -1.867
C -0.819 -0.325 0.397
C -0.457 -0.473 -1.078
C 0.821 -1.408 -1.207
N 1.921 -1.228 -0.570
N 2.174 2.017 1.326
O 3.000 -1.947 -0.763
H -2.893 0.107 0.596
H -1.905 0.762 1.841
H -2.052 1.703 0.450
H -2.306 -2.044 0.643
H -0.659 -2.457 0.772
H -1.399 -1.526 2.018
H -1.171 1.301 -2.137
H 0.270 0.753 -2.783
H 0.349 1.731 -1.312
H 0.017 0.076 0.970
H -1.278 -0.810 -1.700
H 0.669 -2.164 -1.954
H 1.883 -0.528 0.234
H 2.440 2.861 0.807
H 2.036 2.413 2.262
H 2.907 1.293 1.333
```